# 1
140
Properties=species:S:1:pos:R:3:forces:R:3 method="wB97M-V/def2-TZVPD" lumo_energy_ha=-0.127 charge=+1 total_energy_ha=-3622.19815 homo_ev=-9.7486
C 10.55318 -5.30085 3.87126 -0.3 0.5 -0.6
C 10.23951 -4.40982 2.59246 1.0 0.2 0.3
C 11.59633 -3.80611 2.03646 -0.1 0.7 0.3
C 11.53135 -2.22764 1.88022 -0.1 -1.1 -1.0
C 10.91088 -1.85895 0.47014 0.0 0.9 0.9
C 11.16499 -0.34964 0.09501 0.1 -0.1 0.0
C 10.81928 0.64570 1.25296 -0.8 -0.7 0.1
C 9.27900 0.50257 1.64594 1.2 0.7 -0.3
C 8.82372 1.83797 2.36410 0.1 -1.3 0.9
C 8.07686 1.48028 3.71525 -0.3 0.8 0.3
C 6.64824 2.15616 3.87366 0.7 -0.8 0.4
C 5.50912 1.09163 4.16513 -0.1 0.9 -0.9
C 4.21138 1.47463 3.34668 -0.5 0.0 1.6
C 3.01028 1.63329 4.38236 0.1 -0.2 -1.8
C 1.75501 2.14378 3.55001 0.4 -1.3 1.0
C 0.92055 0.89476 3.07864 -1.1 0.9 0.6
C -0.52164 1.37279 2.59174 0.8 -0.2 0.5
C -1.56038 0.19737 2.80243 1.2 1.6 1.1
N -2.35799 -0.19086 1.55689 1.1 -1.2 0.5
C -3.24276 -1.40922 1.87835 -1.6 -2.4 0.3
O -3.19623 -1.77971 3.22505 0.7 0.3 -1.1
C -3.03469 -3.20144 3.39050 -0.8 -1.4 1.2
C -4.41856 -3.97371 3.29709 0.0 -0.2 0.8
C -4.66324 -4.80913 4.62766 0.3 0.4 -0.7
P -1.09854 -0.66126 0.31488 0.5 -1.3 -3.9
N -1.67361 -1.49463 -0.90577 -0.3 1.0 2.0
S -3.45341 1.07435 0.99754 -4.2 7.7 1.7
C -4.44198 0.59328 -0.47909 0.1 -1.7 -0.3
O -4.38148 1.32574 2.14129 2.1 -2.3 -2.3
O -2.79770 2.35771 0.66900 0.5 -3.5 -0.2
H 10.41006 -4.64154 4.75770 0.0 -0.8 -0.4
H 9.90379 -6.20487 3.89072 0.4 0.7 0.3
H 11.61690 -5.63309 3.87901 -0.8 0.2 -0.1
H 9.69260 -4.97179 1.80376 0.4 0.3 0.5
H 9.60121 -3.52985 2.86977 0.3 -0.9 -0.1
H 12.43525 -3.99716 2.75471 -0.8 -0.1 -0.5
H 11.86354 -4.29982 1.06615 -0.1 0.5 0.8
H 10.90776 -1.82425 2.71357 0.5 -0.2 -0.6
H 12.56431 -1.81327 1.98917 -0.8 -0.2 -0.2
H 11.32327 -2.53837 -0.30905 -0.2 0.5 0.5
H 9.79866 -1.99928 0.49195 0.9 -0.2 0.1
H 10.50168 -0.09576 -0.76809 0.6 -0.1 0.5
H 12.21897 -0.23201 -0.25477 -0.7 0.0 0.3
H 11.04953 1.70753 1.00433 -0.2 -0.8 -0.2
H 11.38789 0.41877 2.19495 -0.3 0.2 -0.9
H 8.65997 0.27448 0.74091 0.5 0.3 0.7
H 9.23250 -0.39093 2.31724 -0.3 0.8 -0.4
H 8.19951 2.49170 1.71159 0.5 -0.6 0.4
H 9.75569 2.39871 2.63422 -0.9 -0.3 -0.3
H 7.95719 0.37788 3.85424 0.2 0.9 -0.3
H 8.71250 1.82949 4.56536 -0.4 -0.4 -0.6
H 6.44598 2.77039 2.96244 -0.1 -0.6 0.7
H 6.69429 2.84698 4.74655 -0.2 -0.3 -0.7
H 5.27317 1.11998 5.25459 0.1 -0.1 -0.8
H 5.82559 0.04963 3.92846 -0.1 0.8 0.1
H 3.93908 0.71916 2.56311 0.3 0.5 0.7
H 4.30477 2.46104 2.83240 0.2 -0.8 0.4
H 2.80944 0.61879 4.81006 0.0 0.9 -0.1
H 3.27879 2.32049 5.21971 -0.1 -0.4 -0.8
H 2.11590 2.71356 2.66621 -0.4 -0.1 0.7
H 1.13274 2.76455 4.24675 0.3 -0.4 -1.0
H 1.43931 0.25945 2.32396 -0.2 0.5 0.5
H 0.73317 0.27471 3.99747 0.3 0.4 -0.8
H -0.47715 1.81200 1.57415 -0.2 -0.3 0.6
H -0.78954 2.20763 3.28750 -0.1 -0.7 -0.8
H -2.23247 0.51442 3.63511 0.2 -0.8 -0.9
H -0.94680 -0.69367 3.08893 -1.1 0.5 -0.3
H -4.31484 -1.21638 1.62068 1.0 0.5 0.0
H -2.94730 -2.30370 1.26564 0.2 1.1 0.2
H -2.24750 -3.65175 2.73893 -0.5 0.6 0.1
H -2.68353 -3.34704 4.44391 -0.2 0.4 -0.9
H -5.27181 -3.24787 3.25068 0.9 -0.4 -0.2
H -4.47427 -4.65109 2.41509 0.1 0.6 0.5
H -5.72585 -5.13458 4.65740 0.8 0.1 0.1
H -4.45654 -4.12813 5.48537 -0.3 -0.6 -0.5
H -3.97905 -5.69202 4.69353 -0.6 0.7 0.0
H -0.52007 0.53366 -0.22464 -0.3 -0.1 1.1
H -0.00933 -1.36603 0.93376 -0.7 0.7 0.6
H -2.67483 -1.64282 -0.78537 0.2 -0.5 -0.6
H -5.13986 -0.23225 -0.18060 0.7 0.6 -0.4
H -5.07417 1.43936 -0.82914 0.8 0.0 0.9
H -3.77551 0.29893 -1.32233 -0.4 0.1 0.7
O -1.88704 2.94355 -5.38846 -1.7 -3.1 0.8
P -0.81849 1.92123 -4.96454 4.5 4.9 -1.6
N -0.14020 2.89102 -3.70457 0.5 0.3 1.1
C 0.37132 4.23083 -3.97156 0.1 0.1 -0.4
C -1.03979 2.98037 -2.55094 0.0 -0.4 -0.1
N 0.06212 1.92682 -6.42661 -0.7 -0.3 -1.0
C 1.39670 2.45400 -6.60367 0.5 -0.6 0.3
C -0.70684 2.09534 -7.65613 -0.4 0.3 0.1
N 0.25880 0.57222 -4.46431 -1.8 -1.4 1.0
C -0.47958 -0.69553 -4.39315 0.0 -0.2 -0.4
C 1.22522 0.61591 -3.37209 -0.1 0.4 0.3
H 0.72394 4.69280 -3.04469 -0.2 -0.2 0.1
H -0.37727 4.89310 -4.41569 0.0 0.0 0.0
H 1.24401 4.20197 -4.62018 -0.1 -0.1 -0.2
H -1.44663 1.99578 -2.27955 0.0 -0.1 -0.1
H -1.88854 3.64310 -2.75295 -0.1 0.0 0.1
H -0.50599 3.35286 -1.67130 0.1 0.0 -0.1
H 1.38318 3.53283 -6.79369 0.0 0.1 0.0
H 1.88669 1.97363 -7.45653 -0.1 0.0 0.0
H 2.03966 2.25642 -5.74541 -0.1 0.0 0.1
H -0.93144 3.15039 -7.85165 -0.1 0.0 -0.1
H -1.64992 1.55181 -7.60005 0.0 0.1 0.0
H -0.16224 1.69263 -8.51395 0.2 0.0 0.2
H -1.13863 -0.71458 -3.51885 0.1 -0.3 0.0
H 0.19714 -1.55153 -4.34445 0.0 0.1 0.0
H -1.09636 -0.82778 -5.28894 0.0 0.1 0.0
H 0.74310 0.66345 -2.38912 0.1 0.0 0.2
H 1.91124 1.45428 -3.46853 -0.3 0.1 0.0
H 1.85478 -0.28028 -3.38872 -0.4 -0.2 -0.3
O -8.13303 -1.07695 -1.46718 1.2 2.5 2.6
P -9.21797 0.01380 -1.58575 -2.8 -3.9 -5.2
N -10.55474 -1.05637 -1.33992 -0.8 -0.2 0.2
C -10.73120 -2.23536 -2.18065 0.2 0.0 -0.4
C -10.65866 -1.46912 0.05979 0.0 0.5 0.1
N -8.91800 0.38611 -3.22605 1.4 0.4 -0.3
C -9.80611 0.09839 -4.33086 -0.5 0.6 0.0
C -7.53201 0.31739 -3.67403 0.1 -0.4 0.2
N -10.34859 1.40605 -1.62390 0.9 0.9 2.3
C -9.83628 2.52197 -0.81389 0.2 0.3 -0.3
C -11.79620 1.32930 -1.46481 -0.4 -0.5 0.4
H -11.60600 -2.80433 -1.85431 0.1 0.1 0.2
H -9.86668 -2.90555 -2.16385 0.0 -0.1 0.0
H -10.94358 -1.96165 -3.21186 0.2 0.1 0.0
H -10.56146 -0.60098 0.72291 0.0 0.0 0.0
H -9.87761 -2.18792 0.33169 0.0 0.0 0.0
H -11.63578 -1.91459 0.26136 0.0 0.0 -0.1
H -9.66987 -0.92261 -4.70360 0.0 -0.1 0.0
H -9.61447 0.78329 -5.16300 0.1 0.0 0.1
H -10.85445 0.23981 -4.06895 0.0 -0.1 0.2
H -7.23293 -0.71112 -3.91072 0.1 0.0 0.0
H -6.85814 0.69989 -2.90547 0.0 -0.1 0.0
H -7.37820 0.93543 -4.56220 -0.2 0.0 0.0
H -9.91984 2.30899 0.25659 -0.1 0.2 0.0
H -10.36945 3.44982 -1.03058 -0.1 -0.1 0.0
H -8.77915 2.69946 -1.04296 0.0 -0.1 0.0
H -12.09449 1.05147 -0.44860 -0.2 0.0 0.0
H -12.24493 0.63092 -2.16740 0.2 -0.1 0.1
H -12.24122 2.30480 -1.68708 0.4 0.2 0.1

***

# 2
169
Properties=species:S:1:pos:R:3:forces:R:3 method="wB97M-V/def2-TZVPD" relative_energy_ev=4.458 lumo_energy_ha=0.072 charge=-1 total_energy_ha=-5034.87221 homo_ev=-6.4998
C -30.73814 10.23949 -21.54356 -0.2 -0.9 1.0
F -30.39136 10.02887 -22.79138 0.5 0.0 -0.4
F -30.23817 11.38436 -21.09056 0.2 0.1 -0.3
F -32.06158 10.29155 -21.47657 0.6 0.1 0.1
S -30.16984 8.84811 -20.32348 -0.8 0.6 1.4
O -30.12180 9.49974 -19.03060 0.9 0.9 -1.4
O -31.18728 7.82122 -20.27578 1.2 0.4 -1.7
N -28.59426 8.46769 -20.91513 -3.0 3.3 -1.2
S -28.22709 7.22137 -20.12481 1.8 -3.8 1.8
O -28.14584 7.48517 -18.70976 0.5 -0.3 0.0
O -29.02826 6.13039 -20.59032 0.4 -1.0 0.3
C -26.39989 6.77508 -20.66938 -1.6 1.9 -0.4
F -25.72562 7.92689 -20.74948 0.6 0.2 0.8
F -25.78132 5.93411 -19.85290 -0.4 0.1 -0.3
F -26.44642 6.35492 -21.91897 0.0 -1.2 -0.2
C -33.49680 6.68974 -22.97610 -0.2 -0.6 -0.6
O -33.29590 5.87154 -23.87223 0.5 -0.3 -0.4
N -33.14570 6.42189 -21.69598 -0.5 0.1 -0.5
N -34.07056 7.87392 -23.22563 -0.7 1.2 0.4
H -33.46551 7.04892 -20.98324 0.6 -0.3 0.4
H -32.63737 5.56345 -21.57925 -0.1 0.1 0.5
H -34.17897 8.56338 -22.48731 0.1 -0.2 -0.1
H -34.22693 8.18220 -24.17828 0.2 -0.5 0.1
C -34.37660 8.87430 -19.71373 0.7 0.6 -0.9
O -34.29112 9.41929 -20.81862 -0.5 -0.1 0.6
N -33.45306 8.95315 -18.75691 0.2 0.3 0.8
N -35.39828 8.05057 -19.38548 -0.7 -0.4 -0.3
H -33.53877 8.30667 -17.99352 0.6 0.2 0.2
H -32.64728 9.55434 -18.80904 0.1 -0.2 0.0
H -36.10796 7.98508 -20.09704 -0.2 -0.1 0.4
H -35.59424 7.91388 -18.41043 -0.4 -0.2 -0.2
C -29.48865 7.17587 -24.50414 -2.6 1.6 -0.9
O -29.71063 7.19715 -25.71799 0.9 -0.9 0.0
N -30.44210 6.93639 -23.60119 -0.7 -0.7 1.0
N -28.42058 7.72858 -23.93203 2.5 0.5 -0.8
H -30.23633 7.30259 -22.68603 -0.6 -0.7 0.2
H -31.33195 6.51780 -23.83760 0.0 0.0 0.0
H -27.80913 8.08391 -24.65118 0.4 0.2 0.6
H -28.30574 7.92290 -22.94526 0.0 -0.2 -0.4
C -30.48647 10.27587 -16.17659 0.2 -1.3 -0.3
O -31.16422 9.36547 -16.62909 -1.1 -0.1 0.6
N -30.84182 11.08275 -15.11830 -0.3 0.6 0.4
N -29.29232 10.63906 -16.66893 -7.7 -11.7 3.7
H -31.69118 10.99813 -14.59184 0.0 -0.3 -0.2
H -30.12460 11.68747 -14.76316 -0.2 0.0 0.3
H -28.84349 11.40074 -16.19362 -2.7 -4.1 3.7
H -28.79516 10.13158 -17.38309 -2.9 -2.3 1.3
C -26.12270 11.12152 -21.24965 1.0 -0.1 -0.8
O -25.04997 11.71446 -21.35434 -0.8 0.0 0.5
N -26.64621 10.53027 -20.15259 0.6 0.9 0.7
N -26.94703 10.87275 -22.30153 -0.7 0.1 -1.3
H -26.03385 10.47776 -19.35486 -0.3 -0.4 0.0
H -27.40265 9.89438 -20.36858 0.2 -0.2 1.0
H -26.88115 11.31212 -23.20289 0.5 0.0 0.2
H -27.67572 10.19297 -22.19201 -0.2 0.0 -0.1
C -22.85533 5.32929 -21.65529 -1.5 0.4 1.8
C -22.27956 6.71534 -21.67843 1.8 -0.1 -0.4
O -21.07473 6.54859 -22.46450 0.3 0.5 0.3
H -22.52668 4.68205 -22.46131 -0.5 0.2 -0.2
H -23.92024 5.45626 -21.44695 -0.3 -0.5 -1.1
H -22.62933 4.86836 -20.68989 0.8 -0.2 -0.2
H -22.00607 6.99700 -20.65807 -0.1 0.2 0.0
H -22.82655 7.55286 -22.11432 -0.6 -0.4 -0.1
H -20.46825 7.25467 -22.22158 0.0 0.0 -0.2
C -29.47027 3.19728 -23.41706 -0.5 -0.8 -0.7
C -28.71107 3.08814 -22.09824 0.0 0.1 -1.2
O -29.47232 2.19973 -21.30398 -0.2 0.0 0.6
H -29.39009 4.06933 -24.06531 0.3 0.4 0.6
H -30.52897 3.02400 -23.21642 -0.1 0.4 0.1
H -29.22173 2.36446 -24.08141 0.2 -0.1 0.1
H -28.56810 4.07989 -21.66738 -0.1 -0.2 0.3
H -27.74612 2.61483 -22.30382 0.3 0.3 0.1
H -29.12697 2.22735 -20.40429 0.1 0.0 0.2
C -28.13232 11.68412 -17.48017 5.9 5.3 -6.3
O -28.45080 12.38263 -16.30682 5.0 9.4 0.8
C -28.26397 13.78560 -16.30074 0.1 0.9 -0.6
C -29.25893 14.37331 -17.32151 1.1 0.2 0.9
N -30.61979 13.90390 -17.11020 1.3 0.6 -0.1
C -31.29258 13.64069 -18.36009 -2.3 1.3 0.2
C -32.59177 12.85465 -18.21326 1.4 -1.7 0.4
O -33.58558 13.51296 -17.47741 -1.3 -0.5 0.8
C -34.62131 12.58453 -17.03566 1.0 -0.6 -0.6
H -27.61755 10.78846 -17.12772 1.7 0.9 -1.3
H -27.44317 12.21722 -18.13928 0.5 0.9 0.4
H -29.09560 11.51587 -17.96550 1.7 1.4 -2.2
H -27.25651 14.06149 -16.63109 0.0 -0.2 0.0
H -28.31193 14.13662 -15.26978 -0.6 -0.1 0.0
H -28.78979 14.08555 -18.26836 -0.6 -0.2 -0.4
H -29.10132 15.45644 -17.28598 -0.5 0.2 0.1
H -30.58442 13.17519 -16.41153 -0.6 -0.5 -0.5
H -30.66721 13.24929 -19.16474 0.0 -0.2 0.1
H -31.74559 14.58556 -18.68782 0.8 0.4 -0.4
H -32.26003 11.94784 -17.68712 -0.5 -0.4 0.1
H -32.94601 12.53696 -19.19824 -0.1 0.1 -0.1
H -35.14321 12.09099 -17.86058 -0.2 0.7 -0.5
H -35.33868 13.01322 -16.34181 0.2 0.6 -0.2
H -34.20438 11.68633 -16.56840 0.6 0.3 0.5
C -29.83701 12.91513 -25.28952 -0.9 0.2 0.2
O -29.73772 14.19699 -24.64196 1.0 -1.4 0.5
C -29.42499 13.87154 -23.25841 0.3 0.4 -0.4
C -29.01864 15.12122 -22.45919 -1.4 0.2 -1.7
N -30.07470 15.41063 -21.51085 0.0 0.2 1.4
C -30.07581 16.78052 -20.99106 2.0 -0.7 -0.4
C -28.79699 16.98233 -20.18205 0.0 0.9 1.4
O -28.98658 18.24898 -19.53084 0.2 0.2 -0.4
C -27.86739 18.72831 -18.82486 -0.1 0.0 0.0
H -29.00912 12.21440 -25.15016 0.6 0.6 0.0
H -30.02475 13.04865 -26.35218 -0.1 0.1 0.1
H -30.65077 12.36007 -24.81157 -0.4 0.0 -0.3
H -28.63849 13.11579 -23.27375 0.0 0.0 0.2
H -30.33686 13.43675 -22.84278 0.1 -0.2 0.3
H -29.05775 15.89641 -23.23807 0.5 0.3 -0.1
H -28.00497 15.11544 -22.06239 -0.2 -0.3 0.3
H -30.96282 15.06508 -21.83757 -0.1 0.3 -0.1
H -30.88797 17.05443 -20.32280 -0.3 -0.3 -0.3
H -29.89194 17.50805 -21.79038 -0.9 0.2 -0.3
H -27.87427 17.03745 -20.76494 -0.1 -0.1 -0.3
H -28.63952 16.24936 -19.38656 -0.2 -0.4 -0.2
H -28.06989 19.76098 -18.54191 -0.2 -0.1 0.1
H -26.94078 18.75934 -19.40582 0.0 -0.3 -0.3
H -27.68828 18.13286 -17.92530 0.1 0.0 0.1
C -27.76406 2.12375 -17.40096 1.4 -0.6 -0.1
O -28.48247 2.80880 -18.39861 0.0 0.0 0.7
C -29.47137 3.68052 -17.82043 0.8 0.1 -1.6
C -28.90990 4.91809 -17.06117 -3.1 -0.4 0.9
N -28.88693 4.65534 -15.63129 2.1 -0.2 1.0
C -28.60146 5.83407 -14.78411 -0.1 -0.7 -1.4
C -27.34280 6.65486 -15.07538 0.1 0.7 0.5
O -26.10720 6.24232 -14.51387 -0.1 -0.8 0.2
C -25.63124 4.94047 -14.93863 -0.4 1.3 0.0
H -28.30555 1.46896 -16.71122 -0.8 0.3 -0.2
H -27.13620 2.76225 -16.77485 -0.3 0.4 0.0
H -27.05710 1.45320 -17.89448 -0.1 0.0 -0.3
H -30.16539 2.98080 -17.34562 0.0 0.6 1.1
H -30.03691 4.02066 -18.68977 0.2 0.3 0.0
H -29.72235 5.65831 -17.10948 0.1 0.4 -1.0
H -28.03946 5.43867 -17.45048 0.2 -0.7 -0.1
H -29.74787 4.23693 -15.31175 -0.1 0.0 -0.2
H -28.59467 5.43402 -13.77085 0.1 0.5 0.2
H -29.38449 6.58677 -14.94295 -0.4 0.0 0.3
H -27.62706 7.60036 -14.60311 0.6 0.0 0.5
H -27.18389 7.03417 -16.08976 -0.3 -0.8 -0.5
H -26.45125 4.22330 -14.95925 0.1 -0.1 0.0
H -24.84660 4.66384 -14.23774 -0.1 -0.1 0.1
H -25.18493 5.05028 -15.92927 0.0 -0.2 -0.2
C -38.05082 5.45212 -29.86286 -0.3 0.5 -0.6
O -38.60921 6.40106 -28.97439 -0.1 -1.1 -0.3
C -37.94903 7.61291 -29.00304 -0.1 2.0 1.8
C -38.05830 8.20373 -27.57222 1.0 -0.9 0.6
N -37.06137 9.23554 -27.29683 0.1 0.9 -0.4
C -35.74068 8.72822 -26.87748 -0.8 -1.1 -1.3
C -34.75613 9.76491 -26.43495 0.7 1.0 2.1
O -33.70849 9.03670 -25.79921 -0.6 -0.7 -1.0
C -32.56938 9.66002 -25.25881 -0.5 0.3 -0.2
H -38.59434 4.50902 -29.84425 0.0 0.1 0.5
H -36.99526 5.30370 -29.62848 0.0 -0.2 -0.1
H -38.18435 5.84215 -30.87713 0.4 -0.1 -0.2
H -38.39156 8.35528 -29.67879 -0.2 -0.3 -0.4
H -36.87166 7.62625 -29.19554 0.0 -0.8 -0.3
H -37.79154 7.39743 -26.88429 -0.3 -0.3 -0.1
H -39.06919 8.50577 -27.29686 0.0 0.2 -0.3
H -36.90847 9.68418 -28.19473 0.0 0.6 0.2
H -35.32840 8.12831 -27.69780 0.5 0.1 -0.1
H -35.88733 7.96476 -26.11227 0.0 0.4 0.5
H -35.19534 10.42623 -25.67655 -0.5 -0.2 0.2
H -34.37944 10.52562 -27.12583 0.1 -0.6 -0.8
H -32.82121 10.12350 -24.30028 0.1 0.1 0.1
H -32.19606 10.43154 -25.93779 0.3 -0.1 0.0
H -31.87248 8.83545 -25.11690 0.3 0.3 0.0

***

How do the records compare in Kohn-Sham gap? In the order shown, they have 6.30, 8.47 eV.